# C24H19AsO5Ti

A structure of composition C24H19AsO5Ti (ωB97M-V/def2-TZVPD, OMol25).

```
50
Properties=species:S:1:pos:R:3:lowdin_spin:R:1
Ti 0.327 1.760 -1.832 1.130
C 0.506 3.071 -0.303 0.098
O 0.681 3.891 0.511 0.109
C -0.093 3.577 -3.048 0.103
O -0.006 4.730 -3.305 0.165
C -1.376 2.608 -2.842 0.100
O -2.539 2.613 -3.139 0.148
C 2.092 1.962 -2.932 0.058
O 3.035 1.940 -3.611 0.053
C 0.243 0.710 -5.663 0.017
H 1.161 0.145 -5.588 0.000
H -0.674 0.144 -5.579 0.000
C 0.241 1.993 -5.984 0.015
H -0.676 2.536 -6.156 0.000
H 1.152 2.535 -6.187 0.000
O 0.086 0.194 -0.828 0.001
As 0.040 -0.727 0.690 0.002
C -1.542 -1.799 0.540 0.000
C -1.841 -2.703 1.572 0.000
C -3.114 -3.280 1.653 0.000
C -4.096 -2.953 0.709 0.000
C -3.806 -2.032 -0.311 0.000
C -2.524 -1.463 -0.406 0.000
C 1.788 -1.484 0.762 0.000
C 1.911 -2.847 1.050 0.000
C 3.172 -3.392 1.306 0.000
C 4.319 -2.582 1.224 0.000
C 4.188 -1.222 0.907 0.000
C 2.925 -0.671 0.657 0.000
C -0.278 0.512 2.139 0.000
C 0.635 0.630 3.203 0.000
C 0.335 1.462 4.293 0.000
C -0.852 2.208 4.314 0.000
C -1.758 2.093 3.245 0.000
C -1.441 1.284 2.142 0.000
H -1.099 -2.896 2.340 0.000
H -3.352 -3.959 2.474 0.000
H -5.098 -3.393 0.793 0.000
H -4.596 -1.739 -1.015 0.000
H -2.328 -0.713 -1.176 0.000
H 1.019 -3.464 1.116 0.000
H 3.271 -4.445 1.571 0.000
H 5.309 -3.012 1.420 0.000
H 5.081 -0.585 0.859 0.000
H 2.838 0.389 0.421 0.001
H 1.581 0.087 3.170 0.000
H 1.032 1.524 5.138 0.000
H -1.077 2.865 5.158 0.000
H -2.703 2.647 3.256 0.000
H -2.101 1.254 1.270 0.000
```

Computed properties:
**Spin multiplicity**: 3
**Charge**: +2
**HOMO (alpha / beta)**: -15.037 / -15.037 eV

# C17H10Cl2N2O5S3SnTe4

A structure of composition C17H10Cl2N2O5S3SnTe4 (ωB97M-V/def2-TZVPD, OMol25).

```
44
Properties=species:S:1:pos:R:3:nbo_charge:R:1
Sn -1.654 -0.165 0.322 1.199
Te -0.224 -2.378 -0.194 0.333
Te 2.178 -2.640 -0.840 -0.044
Te 1.898 -7.271 0.180 -0.570
Te 0.954 -4.810 -0.100 -0.070
S -3.224 1.226 -1.677 -0.289
C -1.668 1.870 -2.123 -0.115
C -1.476 3.237 -2.396 -0.176
C -0.206 3.750 -2.586 -0.121
C -0.054 5.178 -2.703 0.306
N 0.022 6.324 -2.774 -0.343
C 0.923 2.905 -2.606 -0.194
C 0.762 1.540 -2.384 -0.133
C -0.499 1.044 -2.145 -0.186
S -0.785 -0.719 -1.796 -0.248
C 2.230 3.443 -2.850 0.306
N 3.270 3.887 -3.077 -0.359
H -2.329 3.896 -2.328 0.245
H 1.627 0.892 -2.368 0.238
Cl 1.887 2.064 3.597 -0.049
C 1.128 2.410 2.014 -0.295
Cl 2.353 2.909 0.844 -0.020
C 0.349 1.144 1.579 0.801
O 0.713 0.443 0.583 -0.793
O -0.496 0.697 2.401 -0.766
H 0.421 3.216 2.157 0.271
C -4.001 -2.958 1.511 -0.636
C -3.849 -1.467 1.613 -0.014
C -4.426 -0.607 0.656 -0.311
C -4.169 0.762 0.743 -0.163
C -3.179 1.231 1.662 -0.459
C -2.956 0.456 2.833 -0.133
C -3.272 -0.892 2.784 -0.253
S -2.201 2.711 1.223 2.421
O -1.821 3.321 2.482 -0.985
O -3.140 3.444 0.397 -0.995
O -1.033 2.293 0.357 -1.008
H -4.770 -3.225 0.786 0.212
H -4.273 -3.378 2.482 0.213
H -3.086 -3.471 1.213 0.227
H -5.052 -0.961 -0.153 0.229
H -4.835 1.488 0.302 0.253
H -2.416 0.927 3.640 0.263
H -2.983 -1.542 3.601 0.210
```

Computed properties:
**Relative energy (zero: lowest compared OMol25 entry of this formula, charge and spin)**: 425.2 kJ/mol
**Charge**: -2
**HOMO**: -2.252 eV

# C44H37Cl2N9O2SeSn

A structure of composition C44H37Cl2N9O2SeSn (ωB97M-V/def2-TZVPD, OMol25).

```
96
Properties=species:S:1:pos:R:3:lowdin_charge:R:1
Sn -15.626 6.877 -6.540 1.235
N -13.997 4.918 -10.113 0.104
C -15.007 5.378 -9.171 -0.303
N -14.460 6.041 -8.055 -0.044
C -13.197 5.828 -7.521 -0.317
N -12.813 6.350 -6.443 0.077
N -13.832 7.105 -5.910 -0.306
C -13.820 7.328 -4.566 -0.143
C -13.995 8.747 -4.353 -0.251
C -14.430 9.379 -3.077 -0.056
C -14.964 10.596 -3.036 -0.149
C -15.036 11.399 -4.172 -0.079
C -14.440 10.805 -5.294 -0.191
N -14.052 9.554 -5.459 0.069
C -12.290 4.771 -8.277 -0.038
C -11.108 4.126 -7.852 -0.032
C -10.444 3.202 -8.697 -0.105
C -10.977 2.931 -9.975 -0.116
C -12.122 3.568 -10.390 -0.047
C -12.781 4.481 -9.558 -0.193
H -14.258 4.368 -10.896 0.087
H -15.477 4.440 -8.742 0.168
H -13.523 6.673 -3.815 0.082
H -14.206 8.820 -2.161 0.103
H -15.329 10.688 -2.073 0.077
H -15.563 12.402 -4.182 0.111
H -14.167 11.415 -6.213 0.114
H -10.782 4.115 -6.824 0.097
H -9.555 2.604 -8.580 0.080
H -10.599 2.273 -10.748 0.093
H -12.812 3.239 -11.233 0.130
Se -14.076 5.297 -14.125 0.923
N -15.583 4.656 -13.124 -0.210
C -15.775 5.606 -12.193 -0.355
C -16.749 5.526 -11.043 -0.116
C -18.036 5.103 -11.048 -0.069
C -18.976 5.414 -9.988 -0.109
C -18.442 6.039 -8.824 -0.198
N -17.162 6.226 -8.576 -0.016
C -16.185 6.206 -9.760 -0.302
C -15.797 7.596 -9.970 -0.173
N -16.093 8.601 -9.089 0.114
C -15.592 9.775 -9.405 -0.123
C -15.003 10.115 -10.700 -0.042
C -14.683 9.092 -11.626 0.009
C -15.071 7.833 -11.122 -0.074
C -14.832 6.724 -12.136 -0.370
N -13.865 6.675 -12.967 -0.255
H -18.274 4.501 -11.884 0.090
H -20.030 5.078 -10.140 0.073
H -18.970 6.593 -8.030 0.110
H -15.859 10.661 -8.798 0.107
H -14.973 11.184 -10.856 0.073
H -14.257 9.479 -12.531 0.083
H -16.918 7.719 -5.724 -0.015
C -14.427 3.764 -4.507 -0.082
C -15.878 4.398 -4.199 -0.529
C -16.785 3.511 -3.393 -0.128
C -16.596 5.050 -5.336 -0.263
H -14.461 2.844 -5.098 0.052
H -14.085 3.285 -3.504 0.078
H -13.575 4.406 -4.927 0.065
H -15.609 5.178 -3.385 0.124
H -17.564 3.111 -4.066 0.065
H -17.380 4.123 -2.677 0.083
H -16.288 2.585 -2.991 0.079
H -17.421 5.494 -5.112 -0.065
H -17.037 4.239 -5.988 0.073
Cl -20.149 13.409 -17.419 0.559
C -21.003 13.736 -15.898 -0.649
C -22.309 13.170 -15.666 -0.125
C -22.893 13.298 -14.466 -0.040
C -22.396 14.200 -13.485 -0.170
C -21.120 14.724 -13.648 -0.015
C -20.415 14.346 -14.814 -0.141
C -23.285 14.584 -12.435 -0.746
O -23.484 13.686 -11.542 -0.078
O -23.771 15.734 -12.453 -0.044
H -22.835 12.578 -16.428 0.101
H -23.864 12.841 -14.218 0.130
H -20.611 15.492 -12.989 0.135
H -19.383 14.641 -14.931 0.085
Cl -13.119 12.207 -13.351 0.710
C -13.334 13.808 -13.930 -0.658
C -14.487 14.519 -13.591 -0.085
C -14.335 15.893 -13.516 -0.056
C -13.168 16.652 -13.711 -0.320
C -13.181 18.004 -13.386 0.081
C -12.029 15.859 -14.080 -0.037
C -12.127 14.501 -14.194 -0.126
H -15.469 14.207 -13.387 0.100
H -15.232 16.518 -13.316 0.124
H -12.291 18.665 -13.598 0.082
H -14.093 18.354 -13.029 0.030
H -11.137 16.297 -14.324 0.077
H -11.258 13.843 -14.423 0.112
```

Computed properties:
**Relative energy (zero: lowest compared OMol25 entry of this formula, charge and spin)**: 0.0 kJ/mol
**Charge**: -2
**HOMO (alpha / beta)**: -2.498 / -2.498 eV

# C24H19InN5O2S2

A structure of composition C24H19InN5O2S2 (ωB97M-V/def2-TZVPD, OMol25).

```
53
Properties=species:S:1:pos:R:3:nbo_charge:R:1
In 0.657 -0.159 0.060 1.607
C -2.150 -3.998 0.868 -0.400
N -2.307 -3.053 -0.230 -0.334
C -3.512 -2.594 -0.724 -0.020
C -3.237 -1.717 -1.701 -0.060
N -1.851 -1.641 -1.794 -0.381
C -1.290 -2.459 -0.867 0.320
S 0.370 -2.707 -0.539 -0.203
C -1.176 -0.765 -2.680 0.398
C -1.571 -0.717 -4.006 -0.242
C -0.931 0.179 -4.843 -0.121
C 0.083 0.974 -4.334 -0.236
C 0.417 0.842 -3.000 0.076
N -0.208 -0.006 -2.177 -0.481
H -3.136 -4.223 1.262 0.230
H -1.543 -3.549 1.650 0.233
H -1.670 -4.907 0.512 0.228
H -4.451 -2.918 -0.315 0.250
H -3.878 -1.113 -2.316 0.247
H -2.347 -1.380 -4.360 0.244
H -1.212 0.244 -5.886 0.241
H 0.614 1.678 -4.957 0.244
H 1.217 1.425 -2.559 0.224
S 4.391 2.383 -0.618 0.470
C 4.917 0.770 -0.803 -0.396
C 3.904 -0.126 -0.627 -0.261
C 2.658 0.494 -0.332 -0.491
C 2.783 1.860 -0.295 -0.306
C 1.668 2.781 -0.030 0.206
C 1.796 4.164 0.041 -0.235
C 0.671 4.930 0.289 -0.127
C -0.558 4.309 0.463 -0.248
C -0.610 2.931 0.382 0.070
N 0.473 2.192 0.139 -0.520
H 5.951 0.567 -1.034 0.251
H 4.049 -1.194 -0.712 0.232
H 2.764 4.628 -0.093 0.234
H 0.753 6.007 0.348 0.234
H -1.456 4.877 0.660 0.237
H -1.533 2.380 0.513 0.230
O -2.822 -1.005 2.145 -0.621
C -1.716 -0.632 1.808 0.755
O -1.399 -0.126 0.661 -0.823
C -0.565 -0.771 2.798 0.104
C -0.787 -1.110 4.120 -0.199
C 0.306 -1.219 4.966 -0.133
C 1.580 -0.995 4.464 -0.233
C 1.719 -0.667 3.128 0.072
N 0.663 -0.557 2.322 -0.516
H -1.802 -1.275 4.452 0.259
H 0.168 -1.477 6.007 0.236
H 2.455 -1.073 5.094 0.240
H 2.689 -0.485 2.680 0.219
```

Computed properties:
**Relative energy (zero: lowest compared OMol25 entry of this formula, charge and spin)**: 0.0 kJ/mol
**Charge**: +1
**HOMO**: -11.029 eV

Values for largest force on an atom, eV Å⁻¹, ordered as above
8.7, 5.2, 6.9, 0.1